No. 1
A molecular structure, C25H19BN2O13S. Source: the Open Molecules 2025 dataset; level of theory: ωB97M-V/def2-TZVPD.

Structure (XYZ):
```
61
Properties=species:S:1:pos:R:3:forces:R:3
S -3.7428 -0.5429 -4.1433 -0.018 0.159 -0.091
O -0.0769 -0.7870 3.2737 -0.006 -0.031 0.062
O 2.8100 -2.4567 0.9030 -0.036 -0.016 0.162
O 3.9467 -6.3694 4.5390 0.014 -0.036 0.019
O 2.4863 -1.3887 -1.6244 0.437 0.208 -0.944
O -2.5907 7.4549 -2.2862 0.003 0.001 -0.030
O -2.8667 5.8312 2.9231 0.009 -0.010 0.027
O 2.0975 -4.6095 5.0194 0.031 -0.063 0.063
O -1.7210 8.9829 -0.3697 -0.012 0.020 -0.097
O -1.6057 2.1413 -1.0886 0.024 -0.006 -0.028
O 4.6106 -4.2647 0.3891 -0.035 0.075 -0.052
O -2.0830 0.8721 3.4156 0.053 -0.038 0.070
O -3.6752 4.2749 0.9955 -0.060 0.051 0.135
O 0.3780 0.4336 -1.2283 0.038 0.452 -0.182
N -2.2011 -0.1495 -4.3271 -0.064 0.197 -0.096
N -3.6172 -1.8815 -3.2875 -0.218 -0.170 0.112
C 2.6504 -4.4664 3.9439 -0.082 0.198 -0.130
C -0.1535 0.5102 -0.1315 0.083 -0.314 0.416
C 4.3980 -5.4215 2.4366 0.076 -0.009 -0.103
C -0.3866 -0.1247 2.1707 0.061 -0.020 -0.093
C -1.9615 1.6125 1.1745 -0.070 -0.007 0.139
C -3.1924 5.7725 -0.7613 -0.059 -0.135 0.003
C 3.7309 -5.4638 3.5983 0.085 -0.064 -0.052
C 0.4762 -2.1771 -2.8764 0.011 0.062 -0.329
C -2.6879 6.9792 -1.0564 -0.043 -0.085 -0.063
C -0.3670 -3.1810 -2.2944 0.380 -0.101 0.127
C 3.0674 -3.0137 -3.4665 0.016 -0.082 0.384
C -2.1733 7.9186 0.0089 0.018 -0.005 0.267
C 4.0786 -4.3837 1.4774 0.104 -0.199 0.094
C -2.7557 6.2995 1.6902 0.038 0.084 0.057
C -2.3114 -2.0905 -3.0948 -0.109 -0.009 -0.106
C 3.0147 -3.3713 1.8336 -0.018 -0.032 0.126
C -1.5520 0.8248 2.3215 -0.090 0.133 -0.163
C -1.4949 -1.0948 -3.6982 -0.023 0.015 0.006
C -1.3054 1.4688 0.0150 -0.092 0.023 -0.019
C -2.2488 7.5045 1.3953 0.058 0.129 -0.014
C 0.2665 -0.2708 1.0098 0.132 -0.029 -0.136
C -1.7147 -3.1615 -2.3908 -0.225 -0.076 0.109
C 2.3443 -3.4172 2.9949 -0.111 0.032 0.106
C -3.2498 5.3543 0.6215 -0.011 0.012 -0.286
C -0.0872 -1.1596 -3.5787 -0.123 0.156 -0.242
B 2.0297 -2.1894 -2.6433 0.099 -0.066 0.324
H 0.1020 -3.9811 -1.7379 0.049 -0.117 0.028
H -1.8906 8.1877 2.1521 0.000 -0.018 0.017
H -0.9907 1.8333 -1.7817 -0.014 -0.020 -0.022
H 2.6593 -3.8447 -4.0314 -0.029 -0.105 -0.071
H -2.1876 8.3419 -2.2041 0.021 0.030 0.035
H 1.9040 -0.6118 -1.5733 -0.324 -0.165 0.742
H -3.5584 5.0908 -1.5158 0.020 0.006 -0.016
H -0.7105 -0.4928 3.9576 -0.051 0.029 0.015
H 1.5776 -2.7007 3.2586 0.019 0.009 -0.039
H -2.7896 2.2965 1.2917 0.007 -0.032 -0.053
H 5.1696 -6.1334 2.1804 -0.006 -0.014 0.017
H 3.4180 -2.6464 0.1614 -0.032 0.090 -0.111
H 3.3218 -6.1619 5.2617 -0.041 0.033 0.008
H 3.8655 -3.3552 -2.8073 0.114 -0.151 -0.009
H 3.5467 -2.3234 -4.1636 -0.014 0.079 -0.145
H -3.2610 4.9405 2.8470 -0.015 -0.026 -0.031
H 1.1045 -0.9453 0.8839 -0.048 0.006 0.039
H -2.3327 -3.9244 -1.9456 -0.075 -0.079 0.061
H 0.4891 -0.3686 -4.0369 0.151 0.042 -0.020
```
Forces are in eV/Å.

Results
LUMO level = -1.7 eV
Charge = 0
Maximum force = 1.06 eV/A
Kohn-Sham gap = 7.3 eV
Electronic energy = -2474.80311 hartree

No. 2
A gas-phase ion, C5H10N3 (charge +1). Source: the Open Molecules 2025 dataset; level of theory: ωB97M-V/def2-TZVPD.

Structure (XYZ):
```
18
Properties=species:S:1:pos:R:3:forces:R:3
N -1.0159 -1.1196 -0.0152 -1.537 -1.415 -1.168
N -0.0067 -0.6028 0.2813 -1.000 -0.129 2.157
N -2.8919 0.2392 -0.0142 0.687 -0.208 -0.235
C 1.3497 1.2537 -0.0020 0.760 0.032 -0.116
C 1.1446 -0.2647 -0.3367 3.079 2.125 -2.822
C -2.1618 1.3091 0.2388 -0.338 -1.587 -0.845
C -2.2625 -1.1120 -0.1075 -1.153 1.057 0.316
C 2.3225 -1.0226 0.3329 -0.381 1.213 -2.081
H 1.4733 1.2825 1.0989 0.411 0.516 -0.678
H 3.1305 -0.6742 -0.3802 -0.219 -0.711 1.590
H 2.3518 -0.7519 1.3709 0.631 0.236 0.357
H -3.8870 0.0735 -0.2535 0.486 1.062 0.210
H 0.4059 1.7748 -0.2168 0.676 0.137 -0.285
H 2.1238 -2.0574 0.2308 0.279 -1.177 -0.125
H -2.9922 -1.9513 -0.2374 1.404 0.569 0.209
H -2.6628 2.2750 0.1431 -0.582 -0.337 0.341
H 2.2768 1.5846 -0.6473 -1.914 -0.375 1.611
H 1.3019 -0.2358 -1.4860 -1.286 -1.008 1.564
```
Forces are in eV/Å.

Results
LUMO level (spin up / spin down) = -5.6 / -5.6 eV
Charge = +1
Maximum force = 4.69 eV/A
Kohn-Sham gap (spin up / spin down) = 7.8 / 7.8 eV
Electronic energy = -360.30948 hartree

No. 3
A molecular structure, C8H20NO7Sr. Source: the Open Molecules 2025 dataset; level of theory: ωB97M-V/def2-TZVPD.

Structure (XYZ):
```
37
Properties=species:S:1:pos:R:3:forces:R:3
Sr -0.0085 -1.2031 1.5365 0.060 1.248 0.601
O 0.0199 1.2533 4.9145 0.116 0.353 0.436
O 2.4847 -1.9184 1.4383 0.080 -0.423 -0.201
O 1.4530 0.6521 0.5884 -0.060 -0.308 0.144
O -3.0437 0.7782 -2.8171 -0.186 -0.169 -0.171
O 0.9041 -0.3081 3.6970 -0.185 -0.067 -0.143
O -0.7883 0.8241 2.9541 0.084 -0.414 -0.187
O -1.5279 0.0514 -0.1745 0.297 -0.713 0.328
N 0.0476 0.6284 3.9081 -0.146 -0.608 -0.820
C -1.1193 0.2666 -1.5219 0.016 0.593 -0.217
C -2.0906 -0.2326 -2.5660 -0.220 0.272 -0.267
C 3.1923 -3.1856 1.4577 -1.063 0.046 -0.275
C -4.0588 0.3323 -3.7296 0.560 0.746 0.282
C 3.1646 -1.0217 0.5897 0.256 1.209 -1.258
C 1.1502 2.0386 0.4991 -0.266 0.611 -0.526
C -2.6241 0.8748 0.2487 0.006 0.174 0.332
C 2.8274 0.4318 0.8567 0.716 -0.506 0.442
H -1.5337 -0.4349 -3.4930 -0.027 -0.156 0.094
H -2.9664 0.4948 1.2093 -0.010 -0.066 -0.040
H 3.3415 -3.5205 0.4294 0.335 0.086 0.024
H -4.6046 1.2221 -4.0319 -0.154 -0.036 0.126
H 3.0922 0.6867 1.8895 -0.296 0.165 -0.017
H -0.9828 1.3462 -1.6667 -0.025 -0.076 -0.110
H -3.4251 0.8531 -0.4824 -0.029 0.022 -0.032
H 0.0712 2.1615 0.4762 -0.014 -0.136 0.265
H -3.5929 -0.0723 -4.6306 -0.117 -0.338 0.063
H 2.5167 -3.9107 1.9072 0.222 0.029 0.349
H 1.5748 2.6061 1.3261 -0.057 -0.142 0.165
H -2.2778 1.8976 0.4167 -0.036 0.006 -0.181
H -4.7170 -0.3652 -3.2141 -0.088 -0.237 -0.262
H -0.1373 -0.1870 -1.6656 -0.038 -0.212 0.212
H 1.5310 2.4570 -0.4419 0.159 -0.194 0.131
H -2.6025 -1.1510 -2.2457 0.211 -0.083 0.050
H 4.1185 -3.0724 2.0081 0.108 -0.114 0.039
H 4.2488 -1.1454 0.6276 0.011 -0.050 0.414
H 3.4453 1.0296 0.1810 -0.043 0.054 -0.021
H 2.9174 -1.1574 -0.4793 -0.180 -0.564 0.231
```
Forces are in eV/Å.

Results
LUMO level = -3.8 eV
Charge = +1
Maximum force = 1.76 eV/A
Kohn-Sham gap = 9.0 eV
Electronic energy = -928.66053 hartree

No. 4
A molecular structure, C47H56ClIN4O5PTa. Source: the Open Molecules 2025 dataset; level of theory: ωB97M-V/def2-TZVPD.

Structure (XYZ):
```
116
Properties=species:S:1:pos:R:3:forces:R:3
Ta -0.2556 0.4204 0.3394 0.165 0.770 -0.262
I 2.2484 -0.4865 -0.4460 0.455 -0.325 -0.030
Cl -1.2984 3.0394 0.5852 -0.294 0.276 -0.298
P -1.1002 -0.4609 -3.6025 0.304 0.155 0.385
O -0.5652 -0.2663 -2.2010 -0.338 -0.100 0.148
O 1.4022 2.0039 3.8690 0.057 0.034 0.147
O 3.2650 3.8723 4.1365 -0.020 -0.003 -0.186
O 4.4200 5.0809 2.6618 0.001 -0.002 0.006
O 0.5152 0.8519 2.1922 -0.055 0.002 -0.314
N 1.5429 2.4917 0.3471 0.075 -0.265 0.030
N -1.8945 -2.2125 -0.1618 0.189 -0.254 0.027
N -1.9592 0.2460 1.1669 -0.521 -0.156 -0.048
N 3.1351 3.9807 0.5134 -0.025 -0.036 -0.166
C -4.2944 0.6392 1.0219 0.082 -0.005 0.032
C 1.9142 -3.1494 -3.0834 -0.044 0.017 -0.028
C 3.1279 -4.5211 1.4411 0.061 0.021 -0.034
C -1.0588 2.0144 -0.9212 -0.001 0.106 0.612
C 2.3438 3.2787 -0.3359 0.016 0.110 -0.033
C -3.1399 0.0001 3.2351 -0.056 0.012 -0.058
C -0.5755 -3.2233 -3.5314 0.084 0.137 0.023
C 0.1539 -2.6778 0.9658 -0.741 0.342 -0.309
C 0.6250 2.9781 -6.2714 -0.002 -0.068 0.068
C -5.5357 0.5106 -1.0311 -0.055 0.129 0.100
C -6.2684 1.9806 0.7301 0.047 -0.044 0.047
C -4.4618 0.1106 -0.2512 -0.058 -0.081 -0.181
C -3.0683 0.2755 1.7789 0.389 0.036 0.130
C 4.1074 -5.3009 2.0370 -0.045 0.015 -0.008
C -3.2397 -0.5858 5.9474 0.001 0.003 -0.029
C 0.9353 -3.4195 1.4942 0.600 -0.450 0.481
C -6.4341 1.4559 -0.5449 0.042 -0.055 -0.025
C 0.9381 -1.8478 -4.9926 -0.019 -0.046 0.140
C 2.4100 3.3807 -1.8168 0.037 0.079 0.128
C 1.2306 1.8281 2.6723 -0.201 -0.411 -0.010
C 0.5244 -3.2944 -2.4696 0.038 0.107 -0.158
C 0.3855 1.5936 -6.8716 0.005 0.023 0.046
C -0.4913 -1.9565 -4.4232 0.226 -0.371 0.010
C -3.6341 -1.7017 -3.1176 0.022 0.112 -0.212
C -0.7857 -1.7844 0.3110 0.372 0.057 0.193
C 3.9123 -5.8123 3.3133 -0.037 0.018 0.003
C 2.7295 -5.5440 3.9911 -0.014 0.016 -0.047
C 1.9389 -4.2489 2.1186 -0.225 0.183 -0.173
C -2.9271 -0.4216 -3.6229 -0.272 -0.160 0.094
C 1.7438 -4.7695 3.3978 0.003 -0.009 0.041
C -0.6254 0.9880 -4.5978 0.187 0.156 -0.261
C -3.6349 0.1181 -4.8794 0.044 -0.007 0.073
C -0.7580 0.8761 -6.1477 0.112 0.035 0.105
C -4.3365 -0.8595 5.1401 0.034 0.024 -0.032
C 3.5796 4.2506 2.9121 -0.034 -0.070 0.089
C -3.8495 -0.9268 -5.9690 0.005 -0.016 0.074
C -4.2910 -0.5588 3.7859 -0.034 0.001 0.098
C -2.0899 -0.0272 5.3994 -0.042 -0.011 -0.014
C -3.9298 -2.7206 -4.2252 -0.007 0.083 0.033
C 2.8384 3.6101 1.7934 0.222 0.300 0.029
C 2.0030 -1.8584 -3.8953 -0.145 -0.093 -0.052
C 1.8541 2.6808 1.6624 -0.166 -0.139 -0.064
C 0.9954 2.8938 -4.7697 -0.031 -0.036 -0.116
C -2.0329 0.2572 4.0445 -0.026 0.008 0.047
C -5.2056 1.5637 1.5219 -0.080 0.033 -0.014
C -4.6570 -2.0941 -5.4119 0.028 0.012 0.038
C 0.7727 1.4922 -4.2024 -0.152 0.032 -0.128
H 1.6837 4.1021 -2.1971 0.008 -0.029 0.026
H 0.1337 1.6828 -7.9298 0.024 -0.019 -0.015
H -3.0029 -3.1702 -4.5904 -0.018 -0.025 0.033
H 2.9936 -1.7456 -4.3433 0.004 -0.008 0.011
H 0.3730 -2.4945 -1.7417 0.058 -0.113 -0.153
H 3.8534 4.6556 0.2962 -0.014 -0.001 -0.026
H 5.0276 -5.5069 1.5046 -0.019 0.016 0.011
H 1.0441 -0.9732 -5.6334 -0.004 0.015 -0.024
H -0.3849 2.5673 -1.5659 0.038 -0.019 -0.081
H -1.3348 1.7452 -4.2330 0.026 0.051 -0.051
H -5.0713 1.9698 2.5174 0.002 0.003 -0.028
H -3.0602 -2.1465 -2.3096 0.035 -0.040 0.136
H -5.2269 -1.3062 5.5642 0.016 0.012 -0.005
H 3.2771 -4.1020 0.4534 -0.001 -0.023 0.025
H -4.3646 -0.4718 -6.8178 0.014 0.010 -0.004
H -2.8854 -1.2907 -6.3419 -0.055 0.005 -0.031
H -1.1371 0.6812 3.6092 -0.082 -0.069 0.055
H 0.3918 3.6054 -4.1973 0.022 0.006 -0.031
H -4.5258 -3.5325 -3.8032 0.025 -0.025 0.002
H -1.2333 0.1852 6.0268 -0.020 0.001 -0.020
H -1.5434 -3.2989 -3.0420 -0.037 -0.017 0.007
H -5.6366 -1.7239 -5.0867 0.005 -0.022 -0.033
H 2.1244 -4.0045 -3.7386 0.025 0.010 0.033
H 1.3052 1.0030 -6.8206 -0.022 0.010 0.001
H 2.5736 -5.9395 4.9868 0.000 0.010 -0.012
H 2.1913 2.4028 -2.2391 0.111 0.076 0.077
H -4.5863 -1.3970 -2.6671 0.106 -0.088 -0.154
H 3.4021 3.6891 -2.1466 -0.008 0.009 0.032
H -2.0384 1.8750 -1.3662 -0.013 -0.041 0.022
H 0.8628 1.4892 -3.1191 -0.076 -0.104 -0.022
H -0.4890 -4.0856 -4.2029 -0.010 -0.001 0.005
H -3.7469 -0.6342 -0.5847 0.034 0.036 -0.080
H -3.2813 -0.8080 7.0067 0.007 -0.005 -0.025
H -5.6732 0.0908 -2.0200 -0.066 0.064 0.036
H 1.5426 0.8155 -4.5758 -0.009 -0.011 0.028
H -4.8364 -2.8426 -6.1861 -0.012 -0.010 0.013
H -7.2683 1.7770 -1.1571 0.024 -0.005 0.014
H -0.8023 -0.1650 -6.4747 -0.007 0.022 0.012
H 2.0395 3.1797 -4.6242 -0.019 0.004 -0.005
H 2.6663 -3.1454 -2.2923 0.014 -0.018 -0.013
H 4.6816 -6.4145 3.7804 -0.024 0.007 -0.012
H -4.6226 0.4676 -4.5600 -0.015 0.014 0.046
H -6.9670 2.7154 1.1099 0.013 -0.012 -0.006
H -1.9572 -3.2232 -0.0007 -0.089 0.014 -0.084
H -3.0347 0.3419 -2.8449 -0.156 0.061 0.139
H 0.4372 -4.2416 -1.9312 0.005 0.012 0.011
H 1.0903 -2.7228 -5.6354 -0.012 0.020 -0.026
H 1.4123 3.4903 -6.8249 -0.015 0.033 -0.014
H 2.5488 3.1757 4.1198 0.006 0.007 0.073
H -1.1864 -2.0746 -5.2613 0.011 -0.061 -0.029
H 1.8501 -1.0156 -3.2154 0.036 -0.028 -0.101
H -0.2829 3.5740 -6.4022 0.005 -0.009 0.012
H 0.8214 -4.5526 3.9216 0.026 -0.014 -0.005
H -5.1431 -0.7723 3.1517 0.019 0.013 0.020
H -3.1207 0.9912 -5.2722 -0.086 0.042 0.045
H -1.6929 1.3335 -6.4704 0.009 0.008 -0.017
```
Forces are in eV/Å.

Results
LUMO level = -0.8 eV
Charge = 0
Maximum force = 0.89 eV/A
Kohn-Sham gap = 7.5 eV
Electronic energy = -3576.22260 hartree

Question: charge of number 3 (C8H20NO7Sr)?
Answer: +1

Question: Which value of maximum force does entry 4 give?
Answer: 0.89 eV/A

Question: Which of these has the highest electronic energy?
Answer: C5H10N3